No. 1
{"formula": "C13H30N5O15", "method": "ωB97M-V/def2-TZVPD", "orbital_gap_ha": 0.2510, "charge": -1, "homo_energy_ev": -4.696, "elements": ["C", "C", "O", "C", "C", "O", "C", "C", "O", "C", "C", "O", "O", "H", "H", "H", "H", "H", "H", "H", "H", "H", "H", "H", "H", "H", "H", "H", "C", "N", "O", "O", "H", "H", "H", "C", "N", "O", "O", "H", "H", "H", "C", "N", "O", "O", "H", "H", "H", "C", "N", "O", "O", "H", "H", "H", "C", "N", "O", "O", "H", "H", "H"], "xyz": [[4.3517, -0.4890, -0.4731], [3.4656, 0.4656, -1.2683], [2.8580, 1.3953, -0.3672], [2.3749, 2.5889, -0.9686], [0.8882, 2.7080, -0.6621], [0.2384, 1.7802, -1.4986], [-1.1040, 1.4863, -1.1302], [-1.1698, 0.4865, 0.0260], [-1.1468, -0.8520, -0.4506], [0.1955, -1.3369, -0.6312], [0.3251, -2.3832, -1.7510], [-0.6775, -3.0844, -1.9960], [1.4553, -2.4296, -2.2689], [5.3503, -0.0766, -0.3030], [3.8903, -0.6314, 0.5102], [4.4071, -1.4660, -0.9554], [4.0444, 1.0053, -2.0277], [2.6876, -0.1194, -1.7752], [2.5205, 2.5621, -2.0534], [2.9217, 3.4450, -0.5462], [0.7646, 2.4193, 0.3937], [0.5001, 3.7287, -0.7914], [-1.6568, 2.4108, -0.9172], [-1.5754, 0.9999, -1.9858], [-0.3201, 0.6350, 0.7048], [-2.1074, 0.6253, 0.5747], [0.5405, -1.7813, 0.3103], [0.8767, -0.5201, -0.8752], [-4.8224, 3.8436, -1.5100], [-4.3582, 3.6015, -0.1159], [-3.1761, 3.7425, 0.1122], [-5.1967, 3.2564, 0.6908], [-3.9656, 4.1278, -2.1085], [-5.2618, 2.9171, -1.8668], [-5.5676, 4.6323, -1.4695], [-2.8705, -1.6273, -4.3945], [-2.9818, -0.1498, -4.4896], [-2.9113, 0.3794, -5.5824], [-3.1294, 0.4488, -3.4431], [-2.7371, -2.0182, -5.3963], [-2.0311, -1.8717, -3.7388], [-3.7893, -1.9833, -3.9390], [1.8897, -2.3706, 4.2174], [2.5625, -2.2955, 2.8943], [1.8292, -2.4286, 1.9406], [3.7483, -2.0189, 2.8479], [0.8563, -2.5990, 3.9743], [2.3570, -3.1474, 4.8162], [2.0216, -1.3932, 4.6716], [-1.8681, -3.6853, 1.3550], [-1.9032, -3.5895, 2.8463], [-0.8376, -3.6504, 3.4342], [-2.9805, -3.4562, 3.3871], [-0.8418, -3.8030, 1.0330], [-2.4707, -4.5438, 1.0748], [-2.2966, -2.7711, 0.9584], [2.8103, 1.2883, 2.6328], [1.5621, 1.2578, 3.4468], [0.5550, 1.7251, 2.9662], [1.6284, 0.7456, 4.5536], [2.5906, 1.7496, 1.6771], [3.5459, 1.8521, 3.1992], [3.1418, 0.2624, 2.5012]], "atomic_forces_ev_per_a": [[-0.30, 0.36, 0.28], [-0.05, -0.56, -0.13], [0.37, 0.30, -0.34], [-0.34, -0.03, 0.19], [0.28, -0.53, 0.17], [-0.07, 0.29, -0.33], [0.05, -0.21, 0.20], [0.00, -0.26, -0.26], [0.08, 0.16, 0.12], [0.02, 0.14, 0.07], [-0.11, 0.06, 0.17], [-0.49, -0.17, -0.17], [0.39, 0.01, -0.13], [-0.02, -0.07, -0.07], [0.06, -0.19, -0.20], [0.05, 0.13, -0.02], [-0.01, 0.01, 0.07], [0.06, 0.14, -0.01], [0.00, 0.07, 0.08], [-0.05, -0.05, -0.09], [-0.11, 0.24, -0.09], [0.04, -0.02, -0.13], [0.20, -0.09, 0.11], [0.18, 0.15, 0.05], [-0.23, 0.17, 0.13], [0.07, -0.04, 0.02], [-0.07, 0.03, -0.16], [-0.21, 0.04, 0.05], [0.07, 0.02, -0.08], [0.05, -0.15, -0.10], [-0.12, 0.17, 0.16], [-0.01, 0.08, 0.01], [0.02, -0.02, 0.02], [-0.03, 0.00, 0.02], [-0.05, -0.04, 0.02], [0.15, -0.16, -0.05], [0.14, 0.00, 0.13], [-0.04, -0.08, 0.01], [-0.25, 0.12, -0.12], [0.01, 0.02, 0.01], [0.00, 0.00, 0.09], [-0.01, 0.01, 0.05], [-0.06, -0.12, -0.06], [-0.43, 0.26, 0.20], [0.54, -0.12, -0.29], [0.06, -0.18, 0.01], [0.13, 0.08, 0.40], [0.09, 0.01, -0.07], [-0.04, -0.09, 0.10], [0.01, 0.00, 0.02], [0.19, -0.03, -0.29], [-0.26, -0.10, 0.13], [0.03, -0.02, -0.02], [0.04, 0.06, 0.02], [-0.07, 0.03, 0.02], [0.02, 0.08, -0.10], [-0.13, 0.21, 0.00], [0.08, -0.12, -0.01], [-0.01, 0.06, 0.07], [0.00, 0.18, -0.07], [0.03, -0.16, 0.12], [0.02, -0.06, 0.09], [0.03, 0.03, 0.02]], "lowdin_charge": [-0.05, -0.25, -0.20, -0.18, -0.20, -0.14, -0.16, -0.18, -0.15, -0.13, -0.73, -0.07, -0.06, 0.07, 0.05, 0.08, 0.11, 0.10, 0.12, 0.12, 0.10, 0.13, 0.10, 0.10, 0.10, 0.12, 0.09, 0.09, 0.05, -0.45, 0.05, 0.06, 0.10, 0.10, 0.09, 0.06, -0.44, 0.05, 0.04, 0.09, 0.09, 0.10, 0.05, -0.43, 0.07, 0.04, 0.06, 0.10, 0.07, 0.07, -0.43, 0.03, 0.06, 0.09, 0.10, 0.10, 0.07, -0.42, 0.08, 0.03, 0.07, 0.11, 0.07]}

No. 2
{"formula": "C13H30O4PS", "method": "ωB97M-V/def2-TZVPD", "orbital_gap_ha": 0.3105, "charge": 1, "homo_energy_ev": -11.893, "elements": ["C", "O", "C", "C", "C", "C", "S", "P", "O", "H", "H", "H", "H", "H", "H", "H", "H", "H", "H", "H", "H", "H", "H", "C", "C", "C", "O", "C", "H", "H", "H", "H", "H", "H", "H", "H", "C", "C", "C", "O", "C", "H", "H", "H", "H", "H", "H", "H", "H"], "xyz": [[3.1963, -1.6066, 0.9009], [3.5170, -0.2395, 1.0350], [2.4495, 0.6550, 1.1613], [1.9006, 1.1626, -0.1662], [1.1253, 0.1759, -1.0263], [-0.0417, -0.5280, -0.3432], [-1.0714, 0.6662, 0.5600], [-2.8349, -0.5756, 0.9231], [-3.4979, -0.7585, -0.3608], [3.9820, -2.1821, 1.3831], [3.1509, -1.9102, -0.1481], [2.2466, -1.8418, 1.3944], [2.8493, 1.5201, 1.6917], [1.6721, 0.2265, 1.8166], [2.7672, 1.4792, -0.7469], [1.3044, 2.0621, 0.0137], [0.7212, 0.7058, -1.8905], [1.7755, -0.6071, -1.4180], [0.2378, -1.3428, 0.3229], [-0.7406, -0.9336, -1.0786], [-0.4898, 0.7900, 1.7647], [-2.3691, -1.7576, 1.5283], [-3.5588, 0.1605, 1.8709], [1.1068, 6.3933, -2.1140], [2.4691, 6.1766, -1.4563], [2.3009, 4.7902, -0.8509], [1.4027, 4.0814, -1.7125], [0.7905, 4.9975, -2.6322], [1.1175, 7.1398, -2.9054], [0.3709, 6.6987, -1.3676], [3.2557, 6.1658, -2.2124], [2.7224, 6.9300, -0.7131], [1.8603, 4.8489, 0.1517], [3.2388, 4.2365, -0.7854], [1.2188, 4.8362, -3.6257], [-0.2784, 4.7880, -2.6785], [-3.4110, -6.1091, 1.4727], [-2.8826, -5.6618, 0.1084], [-3.0735, -4.1555, 0.1869], [-2.9115, -3.8029, 1.5723], [-2.9222, -4.9911, 2.3826], [-3.0449, -7.0854, 1.7827], [-4.5015, -6.1410, 1.4622], [-1.8235, -5.9092, 0.0156], [-3.4103, -6.1046, -0.7334], [-4.0741, -3.8495, -0.1293], [-2.3394, -3.5877, -0.3900], [-1.9063, -5.1830, 2.7394], [-3.5668, -4.8225, 3.2440]], "atomic_forces_ev_per_a": [[0.02, 0.00, -0.04], [0.13, -0.13, 0.07], [0.01, 0.25, 0.03], [0.26, -0.21, 0.08], [-0.24, 0.10, -0.14], [0.11, -0.42, -0.10], [-0.20, 0.65, -0.21], [-0.82, -0.77, 0.38], [0.04, 0.08, -0.69], [0.04, -0.02, 0.02], [-0.08, -0.02, -0.03], [-0.01, -0.04, 0.04], [0.00, 0.01, 0.07], [-0.04, -0.10, -0.03], [-0.07, 0.21, -0.04], [-0.03, 0.05, -0.07], [0.11, 0.06, -0.04], [0.00, -0.03, 0.04], [0.05, 0.15, 0.17], [-0.05, 0.04, -0.01], [0.12, -0.26, 0.13], [0.28, 0.15, 0.21], [0.36, 0.22, 0.19], [0.00, -0.03, 0.06], [-0.01, -0.01, -0.06], [-0.02, 0.03, 0.01], [-0.06, -0.09, 0.08], [0.05, 0.03, -0.04], [0.02, 0.00, -0.01], [-0.01, 0.00, 0.00], [0.01, -0.01, 0.00], [-0.02, 0.01, 0.01], [0.02, 0.02, 0.00], [0.00, -0.02, -0.01], [0.00, 0.01, -0.01], [0.00, -0.02, 0.02], [-0.04, 0.05, -0.04], [0.06, 0.02, 0.09], [-0.04, 0.07, 0.02], [0.07, 0.17, 0.03], [0.03, -0.11, 0.02], [0.02, -0.01, -0.01], [-0.01, 0.00, 0.01], [0.01, 0.01, -0.01], [-0.03, 0.00, 0.01], [0.02, -0.05, -0.07], [-0.03, -0.06, -0.08], [0.00, -0.01, -0.01], [-0.02, 0.04, -0.01]], "lowdin_charge": [-0.09, -0.15, -0.24, -0.19, -0.23, -0.41, 0.94, 0.58, -0.40, 0.10, 0.09, 0.08, 0.13, 0.10, 0.13, 0.09, 0.12, 0.12, 0.09, 0.09, -0.01, 0.02, 0.02, -0.16, -0.16, -0.22, -0.17, -0.20, 0.12, 0.11, 0.12, 0.12, 0.12, 0.12, 0.12, 0.12, -0.16, -0.16, -0.21, -0.22, -0.19, 0.12, 0.12, 0.12, 0.12, 0.12, 0.11, 0.12, 0.12]}